# 1
C23H26BN5O2STi | ωB97M-V/def2-TZVPD

Properties
* maximum force: 1.8 eV/Å
* spin multiplicity: 1
* LUMO level: -7.6 eV
* energy relative to the best compared isomer or geometry (same formula, charge and spin): 6.4 kcal per mole
* gap between HOMO and LUMO: 6.83 eV
* net charge: +2
* M: 495.2 g/mol

Atoms and positions in Å:
Ti  0.703092  0.452022  -0.769288
S  2.622799  0.763965  -2.278414
O  -2.110424  2.319415  -1.171862
O  0.205857  2.282381  -0.913772
N  -3.188947  -6.684655  5.153631
N  3.624139  -1.475572  -1.120195
N  4.210263  -1.061358  -3.294817
N  0.323870  -1.402741  -1.255373
N  1.305038  -0.038937  0.992141
C  -0.171711  3.789777  -0.967995
C  -1.666651  3.719513  -1.475400
C  0.037604  -1.945686  -2.465917
C  0.602527  -1.043773  1.712259
C  -2.750579  -4.241822  2.705201
C  -1.993376  -4.970590  3.614338
C  1.600858  0.344853  3.198163
C  1.901417  0.776680  1.932617
C  3.541757  -0.730289  -2.203791
C  0.787903  4.447889  -1.918349
C  -1.819253  3.867149  -2.972356
C  -0.199596  -2.294735  -0.283448
C  0.775020  -0.785533  3.062214
C  -0.004041  -3.837819  2.898665
C  0.007656  4.263437  0.448717
C  -0.621256  -3.157063  -2.334135
C  -0.096635  -2.113615  1.094009
C  -2.130994  -3.319072  1.878809
C  -0.763518  -3.382122  -0.971781
C  -0.618486  -4.776068  3.709269
C  -2.592575  4.645506  -0.727646
C  -2.650864  -5.935060  4.470656
C  -0.756456  -3.108845  1.977240
B  -1.056466  1.558290  -0.982064
H  1.939297  0.792823  4.118658
H  -1.205650  3.155095  -3.525357
H  3.145697  -1.181420  -0.283151
H  -2.312543  5.683790  -0.919236
H  1.801326  4.407433  -1.521995
H  1.058586  4.200060  0.729049
H  4.195217  -2.306035  -1.074500
H  4.863550  -1.830509  -3.317365
H  1.067906  -3.700140  2.963598
H  -2.861136  3.693943  -3.235552
H  0.330634  -1.439827  -3.373795
H  0.342518  -1.362788  3.864287
H  -0.291189  5.309691  0.521531
H  -1.200490  -4.250436  -0.503409
H  -2.726683  -2.741409  1.182766
H  0.771548  4.010180  -2.912622
H  -3.606866  4.502217  -1.096977
H  4.140711  -0.475227  -4.111139
H  -0.037415  -5.357915  4.411282
H  -3.819280  -4.398828  2.649334
H  -1.552874  4.874941  -3.292008
H  -0.939395  -3.797592  -3.140476
H  2.505554  1.617230  1.627562
H  -2.587225  4.472128  0.345789
H  0.510865  5.501097  -2.008153
H  -0.590648  3.695998  1.160576

Forces on the atoms, in the same order (eV/Å):
Ti 1.2 -1.3 -0.1
S -0.2 -0.2 0.2
O 0.2 0.3 0.1
O -1.1 1.4 -0.4
N 0.0 0.0 0.0
N -0.1 0.1 0.2
N 0.0 0.0 0.1
N -0.4 -0.4 -0.1
N -0.1 -0.1 0.3
C 0.0 -0.5 -0.2
C 0.0 -0.4 0.2
C 0.1 0.2 0.3
C 0.1 0.2 -0.3
C 0.0 0.1 -0.1
C -0.2 -0.3 0.3
C -0.1 -0.1 0.2
C -0.3 -0.2 -0.3
C 0.0 0.3 -0.3
C 0.1 0.2 0.0
C 0.0 0.1 -0.1
C 0.2 0.2 -0.2
C 0.0 0.0 0.3
C 0.0 -0.1 0.1
C 0.0 0.1 0.2
C -0.1 -0.2 0.1
C -0.1 0.0 0.2
C -0.1 0.0 0.0
C -0.1 -0.2 -0.1
C 0.1 0.0 0.0
C -0.1 0.2 -0.1
C 0.1 0.2 -0.1
C 0.1 0.1 -0.1
B 0.5 0.4 0.1
H 0.0 0.0 0.0
H 0.0 0.0 0.0
H 0.0 0.0 0.1
H 0.0 0.0 0.0
H 0.0 0.0 0.0
H 0.0 0.0 0.0
H 0.0 0.0 0.0
H 0.0 0.0 0.0
H 0.0 0.0 0.0
H 0.0 0.0 0.0
H 0.0 0.0 0.0
H 0.0 0.0 0.0
H 0.0 0.0 0.0
H 0.0 0.0 0.0
H 0.0 0.0 0.0
H 0.0 0.0 0.0
H 0.0 0.0 0.0
H 0.0 0.0 0.0
H 0.0 0.0 0.0
H 0.0 0.0 0.0
H 0.0 0.0 0.0
H 0.0 0.0 0.0
H 0.0 0.0 0.0
H 0.0 0.0 0.0
H 0.0 0.0 0.0
H 0.0 0.0 0.0

# 2
C4H8NO | ωB97M-V/def2-TZVPD

Properties
* SMILES: C1O[C@H]2C[N@@H+]1C2
* maximum force: 5.7 eV/Å
* spin multiplicity: 1
* LUMO level: -3.3 eV
* energy relative to the best compared isomer or geometry (same formula, charge and spin): 70.2 kcal per mole
* gap between HOMO and LUMO: 11.53 eV
* net charge: +1
* M: 86.1 g/mol

Atoms and positions in Å:
O  0.375036  -1.503380  -0.397311
N  -0.723597  0.384533  0.255157
C  -0.830708  -1.086504  0.192974
C  1.114594  -0.342398  -0.347562
C  0.553564  0.450636  0.936703
C  -0.034007  0.720708  -1.041885
H  2.001133  -0.239587  -0.875639
H  0.674708  0.030970  2.020762
H  1.022929  1.419749  1.148267
H  -0.369243  0.449555  -1.972424
H  0.378020  1.683495  -1.157242
H  -0.981324  -1.472674  1.222027
H  -1.666631  -1.335372  -0.456311
H  -1.514475  0.840269  0.472484

Forces on the atoms, in the same order (eV/Å):
O 0.1 -0.6 0.6
N 3.3 -1.3 -2.3
C -1.7 -1.7 0.0
C -4.1 4.0 0.0
C 4.1 -0.5 3.2
C 3.1 -1.5 1.8
H 2.0 -0.6 -0.1
H -0.9 -0.2 -2.1
H -0.6 0.2 -1.1
H -1.8 -1.3 -1.8
H 0.1 1.4 0.8
H 0.2 0.1 -0.7
H -0.1 -0.3 0.1
H -3.6 2.2 1.6

# 3
C20H26CdN2O2Si | ωB97M-V/def2-TZVPD

Properties
* maximum force: 2.3 eV/Å
* spin multiplicity: 1
* LUMO level: 0.1 eV
* energy relative to the best compared isomer or geometry (same formula, charge and spin): 0.0 kcal per mole
* gap between HOMO and LUMO: 7.12 eV
* M: 466.9 g/mol

Atoms and positions in Å:
Cd  0.627858  0.121495  1.285739
Si  2.220647  2.585781  0.940992
O  -1.029987  -1.059359  2.277302
O  -3.208742  -1.664725  2.134855
N  -1.471850  1.043696  0.613016
N  -2.482797  0.070241  0.900430
C  0.737381  4.520509  -2.402480
C  4.213089  0.603236  0.757407
C  4.369938  2.384531  -0.878953
C  0.696310  6.166338  -0.643886
C  -2.178311  -0.889382  1.805811
C  2.836792  3.309716  2.619756
C  1.726804  -1.220454  -0.576367
C  0.366809  -1.630887  -0.302018
C  -2.804818  -2.731887  3.046063
C  0.394349  5.801409  -1.959932
C  1.306675  5.258771  0.231806
C  3.751417  1.811299  0.232976
C  5.386820  1.681420  -1.539241
C  1.379861  3.631165  -1.539915
C  5.816857  0.445533  -1.049801
C  1.699572  -0.350683  -1.694765
C  5.240248  -0.092590  0.110321
C  0.356437  -0.212358  -2.127716
C  1.613077  3.964148  -0.195744
C  -0.467628  -0.999502  -1.289035
H  4.057971  3.372274  -1.230491
H  0.493293  4.201279  -3.415885
H  -2.084027  -3.394020  2.556900
H  1.656792  2.644928  -1.924301
H  -3.467484  0.262464  0.736491
H  1.518471  1.590938  2.064382
H  2.570706  0.080548  -2.181557
H  0.088961  -2.495880  0.304697
H  1.517527  5.541184  1.267405
H  -1.744222  1.947362  1.007260
H  -1.525850  -1.224678  -1.451385
H  1.351396  1.609412  0.034129
H  5.837092  2.106916  -2.440452
H  2.017995  3.634212  3.274766
H  3.495556  4.173300  2.424094
H  2.619503  -1.625412  -0.101518
H  0.440953  7.167894  -0.295166
H  -0.098288  6.503847  -2.640936
H  3.441755  2.554396  3.139109
H  5.585330  -1.046749  0.502278
H  -2.351389  -2.318191  3.951747
H  0.028034  0.348598  -3.003250
H  -1.416474  1.164130  -0.405705
H  6.612196  -0.099990  -1.561187
H  -3.723874  -3.264231  3.274210
H  3.763783  0.197006  1.668816

Forces on the atoms, in the same order (eV/Å):
Cd 0.9 0.4 -0.5
Si 0.1 -0.4 -0.4
O -2.2 0.2 -0.2
O 0.7 0.0 0.2
N -1.4 0.2 -0.1
N 0.2 0.5 0.3
C 0.2 0.0 0.1
C 0.6 -0.3 -0.5
C 0.5 -0.6 -0.2
C 0.0 0.2 -0.1
C 1.7 -0.2 0.6
C 0.0 0.8 -0.4
C 0.0 0.3 -0.5
C -0.3 0.1 -0.6
C -0.2 -0.1 0.0
C 0.1 -0.1 0.3
C -0.3 -0.1 -0.3
C 0.2 0.3 0.3
C -0.1 0.2 0.1
C -0.5 0.2 -0.2
C -0.2 -0.1 0.2
C -0.3 -0.4 0.1
C -0.1 0.4 -0.1
C 0.2 -0.6 0.4
C 0.2 0.6 0.1
C 0.4 -0.3 -0.2
H 0.1 -0.4 0.0
H 0.2 0.2 0.2
H -0.2 0.2 0.0
H -0.2 0.2 0.3
H 0.4 0.0 -0.1
H -0.6 -1.3 1.2
H -0.2 0.1 0.3
H 0.1 0.3 -0.2
H -0.1 0.0 -0.3
H 0.0 -0.2 0.1
H 0.4 0.2 0.1
H -0.2 0.5 -0.3
H -0.1 -0.2 0.3
H 0.2 -0.1 0.0
H -0.1 -0.1 0.1
H -0.3 0.1 -0.1
H 0.1 -0.2 -0.1
H 0.2 -0.2 0.3
H -0.3 0.0 -0.2
H 0.0 0.1 -0.1
H -0.2 0.0 -0.2
H 0.1 -0.1 0.3
H 0.3 -0.4 0.3
H -0.2 0.2 0.1
H 0.1 0.0 0.0
H 0.2 0.0 -0.3

# 4
C32H43F22O15P | ωB97M-V/def2-TZVPD

Properties
* SMILES: CCOC(=O)C(F)(F)F.CCOC(=O)C(F)(F)F.CCOC(=O)C(F)(F)F.CCOC(=O)C(F)(F)F.CCOC(=O)C(F)(F)F.CCOC(=O)C(F)(F)F.CCOC(=O)C(F)(F)F.C[C@H](F)PCC=O
* maximum force: 8.4 eV/Å
* spin multiplicity: 1
* LUMO level: -0.1 eV
* gap between HOMO and LUMO: 8.80 eV
* M: 1116.6 g/mol

Atoms and positions in Å:
P  -2.057619  -1.697423  3.153662
F  13.287968  6.335864  -3.687114
F  -4.571683  -2.734541  -1.420329
F  -10.933512  -8.353680  4.110538
F  0.766152  2.929625  -2.971579
F  -1.044382  4.090506  -3.333642
F  4.423657  4.763046  -5.506438
F  -1.915775  0.369897  6.400921
F  4.299590  5.755382  -3.570349
F  -10.580752  -6.714856  5.505346
F  -3.133848  -2.075639  0.081053
F  -4.944382  -0.914757  -0.281010
F  -0.228317  -2.506295  1.271799
F  -0.663981  -8.409293  -1.529624
F  -0.615349  -1.281599  6.981545
F  4.018733  6.903627  -5.402922
F  -2.230958  -9.643828  -2.406590
F  11.218950  5.948308  -4.257842
F  -2.684367  -1.669156  6.410817
F  -0.671683  2.270722  -4.472961
F  11.987542  7.987360  -4.267739
F  -9.145336  -8.347886  5.359200
F  -1.053153  -8.315992  -3.673594
O  -2.364511  0.423549  9.170362
O  -9.370596  -5.608346  3.228242
O  -8.345431  -7.628368  2.865272
O  -3.891887  -7.383746  -2.320626
O  6.737751  6.017772  -6.175667
O  0.987517  5.440131  -4.528270
O  -2.892542  -1.211063  -3.073673
O  -2.912483  0.434868  -1.475639
O  11.319495  5.757944  -1.550281
O  -3.996402  -4.791838  2.584949
O  -2.024486  -6.099258  -1.965515
O  -2.583822  -1.859519  9.118378
O  1.007458  3.794200  -6.126305
O  11.538806  8.041012  -1.498298
O  6.949541  6.590082  -3.964150
C  12.016743  6.816239  -3.570921
C  -2.949634  -1.848623  10.507129
C  0.684031  4.193333  -5.010840
C  -3.609520  -4.198643  3.731759
C  -3.091514  1.964370  -3.352432
C  0.808486  6.969633  -6.405064
C  1.733509  6.294383  -5.409357
C  -6.395958  -6.299483  2.293081
C  4.762380  5.906474  -4.843506
C  -2.861269  -4.946558  -1.782094
C  -1.664293  -8.405188  -2.457524
C  8.987135  5.133825  -5.946118
C  -4.420018  -1.508967  10.667340
C  8.129525  6.309439  -6.376816
C  -0.063451  3.376386  -3.957700
C  6.260101  6.203777  -4.904158
C  -3.648839  -2.564192  3.852755
C  -2.166491  1.289120  -2.356725
C  -9.960860  -7.543349  4.618066
C  -2.671324  -7.277203  -2.236677
C  -3.406341  -4.904654  -0.366396
C  -3.215969  -0.811930  -1.958208
C  -9.210143  -6.790289  3.520541
C  -7.609037  -7.050585  1.776026
C  11.595138  6.978211  -2.111041
C  -1.886574  -0.801224  7.097739
C  -2.308178  -0.639253  8.557619
C  9.483299  6.108496  -0.001320
C  -0.742863  -2.972219  2.613304
C  10.953683  5.768841  -0.161531
C  -3.963451  -1.628877  -0.905069
C  0.543643  -3.043300  3.673428
H  -1.541244  -0.979221  4.326566
H  -5.778246  -6.950821  2.919624
H  -2.762093  -2.856342  10.893583
H  8.864178  5.427407  -0.593920
H  -2.539419  2.675804  -3.972861
H  -3.807707  -2.311766  4.999706
H  -3.665617  -4.923461  -2.526050
H  -2.590309  -4.952049  0.361762
H  -3.895030  2.495582  -2.832296
H  -3.197798  -4.813541  4.646707
H  9.182188  6.039733  1.047719
H  -1.367929  0.732188  -2.859821
H  -4.632079  -0.495989  10.311630
H  -6.693563  -5.449539  2.914893
H  -1.133784  -4.063516  2.453182
H  -4.721129  -1.577730  11.716379
H  8.416156  7.230922  -5.857498
H  2.532071  5.737451  -5.912452
H  1.360581  7.681067  -7.025493
H  11.141224  4.761121  0.224923
H  -5.039138  -2.190056  10.074740
H  -1.684367  2.048305  -1.731256
H  0.004970  7.500845  -5.884927
H  10.040863  5.320255  -6.171465
H  -3.978542  -3.987919  -0.198877
H  0.357213  -2.379553  4.634766
H  -3.568832  1.229965  -4.008512
H  -4.058416  -5.761093  -0.169075
H  8.890204  4.947143  -4.872164
H  9.271238  7.121474  -0.357030
H  0.331168  6.235229  -7.061143
H  -5.789331  -5.925950  1.463408
H  -2.311706  -1.162214  11.075347
H  1.479529  -2.688620  3.055087
H  8.265414  6.488848  -7.448899
H  -2.233796  -4.066295  -1.959384
H  8.671012  4.219023  -6.457556
H  -4.542455  -2.099403  3.224358
H  2.215633  7.053568  -4.783887
H  -7.282575  -7.878851  1.137735
H  0.654601  -4.164349  4.053672
H  11.591610  6.455249  0.406688
H  -8.252598  -6.407703  1.164869

Forces on the atoms, in the same order (eV/Å):
P -0.5 0.3 -0.4
F -1.0 0.4 0.6
F 0.3 1.9 -0.5
F 0.9 0.8 0.0
F -0.4 0.6 -1.0
F 1.1 -0.1 -0.7
F 0.8 0.9 0.5
F -0.1 -1.0 1.2
F 0.9 0.3 -1.2
F 0.8 -0.4 -1.2
F -0.3 0.9 -1.1
F 0.9 -0.3 -0.8
F -1.1 -0.9 2.7
F -1.0 0.3 -0.6
F -1.0 0.3 0.5
F 2.9 0.1 0.2
F 0.1 1.5 0.0
F 0.5 0.7 1.0
F 0.6 0.7 1.4
F 1.5 1.2 -0.3
F -0.1 -1.0 1.1
F -0.4 0.8 -0.9
F -0.7 0.3 0.9
O 0.3 -2.3 -2.0
O 0.0 -2.7 1.1
O -1.7 0.6 1.3
O 2.9 -0.4 0.1
O -1.4 0.3 1.6
O -0.8 -2.1 0.0
O -1.0 0.4 2.7
O -0.6 -2.1 0.0
O 0.7 1.4 -1.3
O 2.6 3.4 7.2
O -0.3 -2.1 -0.7
O 0.7 1.4 -1.4
O -1.1 0.4 2.8
O 0.3 -2.3 -2.0
O -2.1 -1.0 -1.9
C 0.7 -0.1 -2.5
C -0.3 0.0 0.8
C 1.8 1.6 -2.4
C -1.7 -0.9 -5.4
C -0.6 0.0 -0.2
C -0.4 -0.2 -0.1
C -0.4 0.4 -0.6
C -0.2 0.0 0.2
C -2.1 -0.8 0.4
C -0.6 0.7 0.3
C 1.6 -2.0 -0.2
C -0.2 -0.3 0.2
C -0.2 0.2 -0.3
C 0.9 0.0 -0.1
C -1.0 -1.3 1.6
C 3.3 0.8 0.1
C -1.1 -1.3 0.9
C 0.3 0.5 -0.6
C -1.2 -1.1 2.0
C -2.3 2.4 0.3
C -0.1 -0.4 0.3
C 1.8 1.6 -2.4
C 1.4 1.8 -2.4
C 0.6 0.4 -0.6
C -0.7 0.7 3.2
C 0.7 0.2 -2.3
C -0.7 0.8 3.2
C -0.2 0.2 -0.3
C 1.6 -0.9 0.6
C -0.3 0.0 0.8
C -1.3 -1.0 1.8
C -0.4 -0.3 -0.3
H -0.1 -1.3 -0.8
H 0.0 0.0 -0.2
H 0.1 0.1 -0.4
H 0.1 0.0 0.2
H -0.7 -0.4 0.4
H 0.3 -0.5 -2.8
H 0.2 -0.3 0.1
H -0.1 0.1 -0.1
H 0.2 0.0 0.0
H -0.8 1.0 -1.8
H 0.1 0.0 -0.1
H -0.4 -0.1 0.2
H 0.1 -0.1 0.2
H 0.0 -0.1 -0.2
H 0.5 2.3 0.0
H 0.1 0.0 -0.1
H -0.2 -0.2 0.1
H -1.1 -0.1 0.2
H 0.0 -0.1 0.1
H 0.1 0.1 -0.4
H 0.1 0.0 0.2
H -0.2 -0.3 0.2
H 0.2 0.0 0.0
H -0.3 0.0 0.0
H 0.5 -1.2 0.2
H 0.5 -1.3 -2.2
H 0.2 0.0 0.1
H 0.1 0.1 -0.1
H 0.1 0.1 -0.1
H 0.1 -0.1 0.1
H 0.2 0.1 0.0
H -0.1 -0.1 0.2
H -0.1 0.0 -0.3
H -1.8 -0.8 1.5
H -0.4 -0.1 0.2
H 0.2 -0.4 -0.1
H 0.1 0.2 -0.1
H 1.9 -1.4 1.3
H -0.9 -0.5 0.2
H -0.3 -0.1 0.4
H 0.0 2.4 -1.0
H -0.1 0.0 -0.3
H 0.0 -0.1 0.3